Density functional theory data (ωB97M-V/def2-TZVPD) for a molecular structure, C49H73N7O5P3RbSi3 in a non-equilibrium geometry.

## Properties
**LUMO level (alpha / beta)**: 0.1247 / 0.1241 Eh
**DFT total energy**: -4587.21753 Ha
**HOMO-LUMO gap (alpha / beta)**: 2.70 / 2.00 eV

ORCA input file:
```
! RIJCOSX wB97M-V def2-TZVPD def2/J DEFGRID3
* xyz -2 1
Rb -0.2850 0.1650 -1.2003
Si 0.9504 1.5773 3.3109
C -0.1564 0.4410 5.8419
C 2.3503 -7.1879 -1.0382
H -1.9035 5.3320 5.1592
C -0.3163 -2.0968 -6.6253
H 3.1376 0.8281 -5.6190
C -0.5904 4.6114 -2.6029
H -1.3200 7.9165 -2.4906
C -1.8390 -1.2483 4.4644
H 1.9162 3.1984 -2.4100
C 2.6375 2.1111 4.1482
H 3.9266 -0.7694 -5.5975
C -3.3801 2.9114 0.9036
N -2.2543 -1.5637 0.5248
H 4.6892 -2.4694 1.1421
C 3.2306 3.2358 3.3022
H -1.8725 1.3063 -5.8078
H 3.5864 3.0153 5.8668
H 2.3457 1.8406 6.2822
C 3.5731 0.9085 4.0929
H 3.6541 0.9821 0.5193
C 2.5980 2.6326 5.5822
H -3.3689 3.5882 1.7352
C -1.0306 -0.3822 6.5354
H -2.0918 6.5024 2.9866
C -2.9361 -3.3958 1.6122
H 1.8800 3.4457 5.6854
H -1.2758 -2.5793 -6.8285
C -6.4451 -1.0594 -3.0201
P 0.5776 -0.7111 -4.5351
C -1.1836 1.2549 -4.9604
H -0.8045 -5.1226 -2.3703
H 1.8582 -7.5388 -1.9394
C 0.3369 6.9140 -1.5057
N 0.5412 4.5386 -1.8620
P 3.1575 1.2108 -1.8140
H -6.8878 -1.0561 -4.0186
C 1.7585 -2.9537 2.3054
H -0.9376 3.6593 -2.9910
H 4.1291 -5.9801 2.1827
H -1.0544 -0.3549 7.6219
O -0.2018 -1.9584 -5.2271
C 2.2160 -5.8686 -0.6472
H 5.0797 -0.2492 -1.7266
H -5.0045 0.2143 1.9785
H 3.6640 -1.4382 0.1639
C -0.9245 5.0361 1.9435
C 3.7447 -7.6336 0.8822
H -2.2047 -2.4261 -4.1810
H -2.5076 3.8713 -0.8673
O 1.1761 0.9580 1.9146
H 4.5834 1.1629 4.4255
C -0.5556 -4.4654 -1.5408
H -4.8562 -2.5538 -4.8664
C 2.8833 -5.4157 0.5364
C -0.8122 6.9794 -2.3137
N -2.8899 -1.2787 -2.5505
H -2.4845 -1.9161 3.9101
C 3.9918 -2.4622 0.3101
H -0.9653 -0.4057 2.7091
C -0.2100 3.8574 2.0551
H -0.6758 3.2172 5.3211
H 2.5032 -3.0291 3.0943
H 0.2499 3.4364 1.1724
C 3.1070 -8.0728 -0.2875
H 0.4912 1.0911 6.4151
C 0.9575 5.7077 -1.3244
H 2.6311 2.4142 -3.8428
C -4.3819 1.0739 2.2365
H 4.5270 -2.7783 -0.5796
H 5.6114 1.4447 -1.7328
C -0.0794 3.1882 3.2651
C -2.9563 3.0186 -0.3889
H -3.5646 0.7371 2.8805
N -4.0472 -2.6661 1.2541
N -3.8845 1.6477 1.0252
H 0.4992 -2.7155 -7.0103
H 3.8070 2.6749 0.0027
C 2.0538 -3.7996 -3.0049
O 1.9058 -0.8287 -5.5008
O 2.2249 0.0953 -2.0847
H 1.8449 5.6298 -0.7078
C -3.0517 -1.9916 -3.6854
H 2.2074 1.9299 0.2791
H -4.9853 1.8092 2.7786
H -0.9856 -3.4883 -1.7469
H 5.0984 0.6658 -3.2383
H 3.2276 -0.1002 -4.1034
C -4.3668 -2.0689 -4.0420
H -7.0019 -1.7662 -2.3864
C -3.5852 -1.5277 0.6188
P -4.6418 -0.5371 -0.4839
H -0.2807 -1.1226 -7.1165
C 3.6303 -6.3113 1.2787
C -4.1155 -0.8746 -2.1802
H 0.8906 -3.5235 2.6225
H -6.0462 -2.3764 0.9031
H 4.3284 -8.3352 1.4682
H -0.8217 -2.9608 1.2153
H -0.9031 2.2678 -4.6617
O -0.0280 0.5648 -5.3929
H 1.4658 -1.9095 2.2259
H -6.5461 -0.0657 -2.5759
C -0.9743 -0.4066 3.7879
Si 2.4504 -3.5598 0.6331
C -3.7097 1.0172 -0.1793
H -2.5742 -1.8659 6.3927
H 3.6461 3.3975 -2.7603
H 3.1028 -3.5399 -2.9136
C -0.7229 3.7314 4.3686
H 3.1964 0.1073 4.7241
H -5.6307 -3.9685 1.5886
H -3.0212 -4.3353 2.1266
H 1.9752 -4.5936 -3.7419
N -5.0596 -1.3754 -3.0735
C -0.1087 0.4557 4.4533
C 4.9166 0.7320 -2.1682
C 3.1081 -0.1758 -5.1815
H -5.6313 -2.5267 2.6260
C 2.8151 2.7000 -2.8103
H -1.0363 -4.8532 -0.6487
N -3.1882 1.8586 -1.0605
H -1.6880 0.7576 -4.1285
C -1.8607 -2.6978 1.1449
H 0.7296 7.8118 -1.0418
H 2.5903 4.1178 3.3389
C -1.8807 -1.2318 5.8490
H 3.6256 0.5319 3.0771
H -1.0084 5.5205 0.9810
C -1.5352 5.5755 3.0626
Si 1.3309 -4.3096 -1.3069
C -1.4306 4.9166 4.2757
C 3.2194 1.7673 -0.0951
H 3.3117 2.9166 2.2707
C -5.4043 -2.9002 1.6183
H 4.2296 3.5220 3.6574
C -1.2758 5.7692 -2.8610
H 1.5173 -2.9385 -3.3917
H -2.1699 5.7501 -3.4736
H 3.2087 -9.1076 -0.5962
*
```

Löwdin population analysis, charges in e, atoms 1 to 99: Rb 0.4622; Si 0.3872; C -0.1099; C -0.1093; H 0.0863; C -0.1365; H 0.0857; C -0.2426; H 0.0494; C -0.0929; H 0.0140; C -0.5912; H 0.0862; C -0.0735; N 0.0245; H 0.0227; C -0.0994; H 0.0871; H 0.0719; H 0.0513; C -0.1097; H 0.0434; C -0.1103; H 0.1042; C -0.1164; H 0.0911; C -0.0979; H 0.0689; H 0.0837; C -0.1030; P 0.8649; C -0.1244; H 0.0250; H 0.0978; C -0.1774; N -0.0477; P 0.5388; H 0.0773; C -0.1909; H 0.0661; H 0.0981; H 0.0884; O -0.3810; C -0.2946; H 0.0336; H 0.0483; H -0.0006; C -0.0951; C -0.1052; H 0.0696; H 0.0795; O -0.3537; H 0.0721; C -0.1892; H 0.0845; C -0.2958; C -0.1932; N 0.0117; H 0.0824; C -0.1921; H 0.0808; C -0.0890; H 0.0873; H 0.0263; H 0.0943; C -0.1056; H 0.0730; C -0.2479; H 0.0347; C -0.0439; H 0.0143; H 0.0423; C -0.2041; C -0.1551; H 0.0862; N -0.1519; N -0.1327; H 0.0805; H 0.0570; C -0.1820; O -0.3330; O -0.5792; H 0.0738; C -0.2020; H 0.0240; H 0.0901; H 0.0117; H 0.0299; H 0.0226; C -0.1011; H 0.0689; C -0.4887; P 1.0370; H 0.0789; C -0.1085; C -0.4714; H 0.0132; H 0.0438; H 0.0900